DFT (wB97M-V/def2-TZVPD) results for a single H2N2O2 molecule.

The geometry in XYZ format:
```
6
Properties=species:S:1:pos:R:3:forces:R:3
O -1.771868 -1.442055 -0.930774 -0.1 -0.2 0.4
N -0.633836 -1.369493 -0.604485 4.2 -3.6 -1.9
H -0.752320 0.547788 -0.032433 1.4 -0.9 0.0
O 0.401357 -2.343214 -0.842466 -4.5 3.7 1.1
H 0.812662 -0.447501 -0.087610 4.6 0.5 0.5
N -0.104023 -0.267285 -0.092039 -5.6 0.5 0.0
```
Forces are in eV/Å.

Results
* maximum force: 5.94 eV Å⁻¹
* ΔE to the lowest compared entry with this formula, charge and spin: 57.7 kcal/mol
* orbital gap: 10.7 eV
* structure (SMILES): N[N+](=O)[O-]